{
  "formula": "C72H152O30",
  "method": "ωB97M-V with the def2-TZVPD basis set",
  "homo_energy_ev": -9.179,
  "lumo_ha": 0.019,
  "smiles": "COCCOCCOC.COCCOCCOC.COCCOCCOC.COCCOCCOC.COCCOCCOC.COCCOCCOC.COCCOCCOC.COCCOCCOC.COCCOCCOC.COCCOCCOC.c1ccccc1.c1ccccc1",
  "species": ["C", "O", "C", "C", "O", "C", "C", "O", "C", "H", "H", "H", "H", "H", "H", "H", "H", "H", "H", "H", "H", "H", "H", "C", "O", "C", "C", "O", "C", "C", "O", "C", "H", "H", "H", "H", "H", "H", "H", "H", "H", "H", "H", "H", "H", "H", "C", "O", "C", "C", "O", "C", "C", "O", "C", "H", "H", "H", "H", "H", "H", "H", "H", "H", "H", "H", "H", "H", "H", "C", "O", "C", "C", "O", "C", "C", "O", "C", "H", "H", "H", "H", "H", "H", "H", "H", "H", "H", "H", "H", "H", "H", "C", "O", "C", "C", "O", "C", "C", "O", "C", "H", "H", "H", "H", "H", "H", "H", "H", "H", "H", "H", "H", "H", "H", "C", "O", "C", "C", "O", "C", "C", "O", "C", "H", "H", "H", "H", "H", "H", "H", "H", "H", "H", "H", "H", "H", "H", "C", "O", "C", "C", "O", "C", "C", "O", "C", "H", "H", "H", "H", "H", "H", "H", "H", "H", "H", "H", "H", "H", "H", "C", "O", "C", "C", "O", "C", "C", "O", "C", "H", "H", "H", "H", "H", "H", "H", "H", "H", "H", "H", "H", "H", "H", "C", "O", "C", "C", "O", "C", "C", "O", "C", "H", "H", "H", "H", "H", "H", "H", "H", "H", "H", "H", "H", "H", "H", "C", "O", "C", "C", "O", "C", "C", "O", "C", "H", "H", "H", "H", "H", "H", "H", "H", "H", "H", "H", "H", "H", "H", "C", "C", "C", "C", "C", "C", "H", "H", "H", "H", "H", "H", "C", "C", "C", "C", "C", "C", "H", "H", "H", "H", "H", "H"],
  "coordinates": [[8.3078, 6.9538, 1.8880], [7.3640, 6.3159, 2.6672], [5.9786, 6.5743, 2.3099], [4.8871, 5.5500, 2.7164], [4.8103, 4.3261, 1.9498], [3.5616, 3.6445, 2.2671], [3.3222, 2.4179, 1.3443], [3.1417, 2.7889, -0.0335], [2.9800, 1.7139, -0.9164], [9.2835, 6.6542, 2.2708], [8.1045, 8.0247, 1.8945], [8.3319, 6.4911, 0.9014], [5.8227, 6.7500, 1.2455], [5.6571, 7.5382, 2.7043], [3.9554, 6.1055, 2.6096], [5.0677, 5.3182, 3.7661], [2.6728, 4.2724, 2.2052], [3.6564, 3.3152, 3.3019], [2.4722, 1.8871, 1.7730], [4.0969, 1.6560, 1.4300], [3.9461, 1.2135, -0.9810], [2.8875, 2.2574, -1.8567], [2.1385, 1.0594, -0.6890], [-4.2373, 4.2632, -11.8234], [-3.2478, 4.0637, -10.8353], [-3.0127, 2.6868, -10.3630], [-2.2096, 2.6367, -9.0462], [-3.0660, 3.0134, -7.9502], [-2.4933, 3.7237, -6.9237], [-3.5581, 4.2458, -5.9015], [-4.0675, 3.2805, -4.9945], [-4.6219, 2.0512, -5.3609], [-5.2706, 4.1601, -11.4922], [-4.2209, 3.5457, -12.6438], [-4.2090, 5.2607, -12.2618], [-2.5389, 2.1200, -11.1645], [-3.9410, 2.1190, -10.3000], [-1.3854, 3.3430, -9.1466], [-1.6901, 1.6854, -8.9304], [-1.8595, 4.5434, -7.2621], [-1.7967, 3.0971, -6.3667], [-4.3719, 4.5967, -6.5360], [-3.2394, 5.1605, -5.4016], [-4.9301, 1.4675, -4.4935], [-3.9504, 1.4191, -5.9421], [-5.4508, 2.1047, -6.0667], [4.0494, 2.2873, 9.6296], [4.7845, 2.0743, 8.4301], [3.9905, 1.6167, 7.3028], [4.5448, 2.1380, 5.9429], [5.9044, 1.7545, 5.7977], [6.4400, 2.0153, 4.4946], [7.9389, 1.7776, 4.5573], [8.6364, 2.5821, 5.4544], [8.7919, 3.9692, 5.1488], [4.7072, 2.7246, 10.3806], [3.8247, 1.2898, 10.0074], [3.1553, 2.9092, 9.5849], [3.0130, 2.0756, 7.4512], [3.8535, 0.5425, 7.4272], [4.3878, 3.1971, 5.7384], [3.9157, 1.6736, 5.1835], [6.1118, 2.9688, 4.0808], [6.0484, 1.3285, 3.7443], [8.4487, 1.9515, 3.6097], [8.0474, 0.7080, 4.7374], [9.3412, 4.5079, 5.9210], [7.8021, 4.4006, 4.9988], [9.2106, 4.1732, 4.1634], [-1.3283, 4.0602, -2.8399], [-2.2507, 4.2290, -1.7708], [-2.9742, 5.4911, -1.8111], [-4.1185, 5.5486, -0.8012], [-5.3229, 5.0430, -1.2105], [-5.4269, 3.6036, -1.2767], [-6.8566, 3.1638, -0.9364], [-7.1370, 3.3585, 0.4644], [-8.2956, 2.6456, 0.8740], [-1.8471, 3.8002, -3.7627], [-0.5475, 3.3127, -2.6998], [-0.7835, 4.9447, -3.1701], [-3.2806, 5.6468, -2.8455], [-2.2199, 6.2590, -1.6394], [-4.4506, 6.5649, -0.5889], [-3.8332, 5.0120, 0.1036], [-4.6062, 3.0316, -0.8438], [-5.2256, 3.4269, -2.3332], [-6.9278, 2.1212, -1.2463], [-7.5939, 3.7361, -1.4995], [-8.6947, 3.1474, 1.7554], [-7.9934, 1.7057, 1.3359], [-8.9656, 2.3872, 0.0539], [-2.1696, -1.7875, 2.6762], [-3.3512, -2.1553, 3.3309], [-4.4821, -1.9372, 2.5298], [-4.7113, -3.0418, 1.4653], [-4.3706, -2.5055, 0.1573], [-4.0138, -3.4911, -0.8365], [-5.1515, -4.4462, -1.0847], [-6.3606, -3.7132, -1.2540], [-6.5856, -3.1728, -2.5975], [-2.1666, -0.8230, 2.1683], [-2.0820, -2.5970, 1.9516], [-1.3177, -1.9796, 3.3285], [-4.4171, -0.9562, 2.0591], [-5.3292, -1.9539, 3.2154], [-5.7298, -3.4185, 1.5596], [-4.0955, -3.9101, 1.7000], [-3.1418, -4.0083, -0.4362], [-3.7326, -2.9647, -1.7486], [-5.2915, -5.0986, -0.2227], [-5.0041, -5.0942, -1.9487], [-7.5562, -2.6784, -2.5593], [-6.6637, -4.0313, -3.2646], [-5.7602, -2.5520, -2.9461], [-1.4616, -6.2695, -0.1588], [-0.9127, -5.4418, -1.1942], [0.3963, -4.9932, -0.7496], [1.4349, -6.1275, -0.5986], [1.3500, -6.9796, -1.8094], [1.6300, -8.3846, -1.5623], [3.1094, -8.7322, -1.2945], [3.4635, -8.3690, 0.0042], [4.7726, -8.8378, 0.4003], [-1.3731, -5.8867, 0.8580], [-1.2828, -7.3320, -0.3237], [-2.5263, -6.1465, -0.3577], [0.2503, -4.4628, 0.1914], [0.8154, -4.2999, -1.4788], [1.2785, -6.6128, 0.3648], [2.4631, -5.8146, -0.4168], [1.2723, -8.9544, -2.4199], [0.9309, -8.6976, -0.7868], [3.8232, -8.3785, -2.0384], [3.1984, -9.8118, -1.4161], [4.8848, -9.9220, 0.4062], [5.0446, -8.5532, 1.4167], [5.4619, -8.3918, -0.3166], [0.4679, 0.9169, -6.8246], [1.3797, 1.9073, -6.3779], [1.1930, 2.1784, -4.9731], [1.6024, 0.9464, -4.1422], [2.9626, 0.4268, -4.3846], [3.4360, -0.6980, -3.5875], [3.1448, -2.1425, -4.1174], [4.0143, -2.7558, -5.0970], [4.1100, -2.2050, -6.3749], [-0.5688, 1.2218, -6.6820], [0.6111, -0.0574, -6.3573], [0.5726, 0.7651, -7.8989], [0.1824, 2.4729, -4.6902], [1.7214, 3.1050, -4.7488], [0.8882, 0.1353, -4.2839], [1.5611, 1.2199, -3.0879], [3.0965, -0.5671, -2.5600], [4.5237, -0.6666, -3.5236], [2.1427, -2.1169, -4.5454], [3.0415, -2.8701, -3.3124], [3.2131, -2.3314, -6.9813], [4.9230, -2.7054, -6.9009], [4.3779, -1.1544, -6.2626], [2.8611, -2.4991, 6.7404], [3.8563, -2.3218, 5.7439], [4.8966, -3.2585, 5.7779], [4.4924, -4.7302, 5.5895], [3.8162, -4.8467, 4.3296], [3.4662, -6.2045, 4.1094], [2.7842, -6.4151, 2.7391], [1.4085, -5.9769, 2.5963], [1.1441, -4.6214, 2.9817], [2.1443, -1.7032, 6.9421], [3.3085, -2.8364, 7.6754], [2.1999, -3.2642, 6.3335], [5.5101, -3.1465, 6.6718], [5.5367, -2.9503, 4.9512], [3.8779, -4.8992, 6.4738], [5.3909, -5.3431, 5.6609], [2.6295, -6.3239, 4.7977], [4.2564, -6.9110, 4.3634], [2.6858, -7.4667, 2.4696], [3.3445, -5.9897, 1.9064], [0.1014, -4.4917, 2.6916], [1.6691, -3.9456, 2.3067], [1.1357, -4.4282, 4.0544], [-4.2843, 4.1257, 5.0628], [-4.3218, 3.8054, 3.6693], [-4.9784, 2.5380, 3.4509], [-4.6350, 2.0143, 1.9941], [-3.3071, 1.4183, 1.9580], [-2.1715, 2.0646, 2.3926], [-1.6104, 2.8640, 1.1800], [-0.2586, 3.3075, 1.3760], [0.2616, 3.9886, 0.2262], [-3.6796, 3.4345, 5.6499], [-5.2930, 4.2874, 5.4431], [-3.7435, 5.0493, 5.2688], [-6.0434, 2.6739, 3.6395], [-4.6849, 1.7857, 4.1830], [-4.5984, 2.8054, 1.2451], [-5.3924, 1.2899, 1.6944], [-1.4468, 1.3367, 2.7575], [-2.3010, 2.7515, 3.2289], [-2.2301, 3.6928, 0.8379], [-1.6715, 2.1625, 0.3480], [1.2372, 4.4397, 0.4070], [-0.3628, 4.8638, 0.0467], [0.2896, 3.2773, -0.5993], [2.7232, -0.8966, 3.1064], [1.6320, -0.6441, 2.2065], [1.7277, -1.3848, 0.9755], [0.3041, -1.3865, 0.2346], [0.4024, -1.3988, -1.1867], [-0.8261, -1.5515, -1.8767], [-1.6882, -0.2656, -2.0305], [-2.9858, -0.4441, -2.5195], [-3.9831, 0.4904, -1.9937], [2.7314, -1.9523, 3.3773], [2.6440, -0.3457, 4.0436], [3.6831, -0.7495, 2.6115], [2.2611, -2.3255, 1.1122], [2.4113, -0.9139, 0.2691], [-0.1681, -0.4646, 0.5742], [-0.3008, -2.2339, 0.5572], [-1.4248, -2.2663, -1.3123], [-0.6655, -1.9785, -2.8666], [-1.1157, 0.4169, -2.6585], [-1.7340, 0.1533, -1.0252], [-3.9982, 0.5895, -0.9083], [-5.0064, 0.2025, -2.2349], [-3.7937, 1.4483, -2.4781], [5.2847, -3.0665, 1.8920], [4.9538, -3.1732, 0.5232], [5.4075, -2.2424, -0.4043], [6.2494, -1.2418, -0.0321], [6.7921, -1.2777, 1.3010], [6.2214, -2.0972, 2.2570], [4.7954, -3.7509, 2.5693], [4.3428, -3.9940, 0.1777], [5.0400, -2.3015, -1.4181], [6.5402, -0.4640, -0.7227], [7.5443, -0.5677, 1.6117], [6.4752, -2.0298, 3.3046], [-11.0094, -0.0207, -0.9195], [-9.9352, 0.2741, -1.7453], [-8.6666, -0.1961, -1.5031], [-8.4238, -0.8330, -0.3169], [-9.4313, -0.9939, 0.6249], [-10.7570, -0.6241, 0.2870], [-11.9841, 0.3344, -1.2200], [-10.0808, 0.7658, -2.6958], [-7.7966, -0.1133, -2.1375], [-7.4816, -1.3311, -0.1423], [-9.0572, -1.4205, 1.5438], [-11.6251, -0.7669, 0.9135]],
  "forces_ev_per_a": [[0.3, -0.5, -0.5], [-2.6, -1.2, 0.9], [0.1, -0.3, -0.7], [1.3, -0.2, -0.1], [-0.9, 0.8, 0.3], [1.1, -0.7, -1.1], [0.3, 0.4, 0.1], [-0.2, 0.5, 2.0], [0.9, 1.2, -0.3], [0.0, 0.6, 0.5], [0.5, 0.2, -0.3], [-0.3, 0.5, -0.6], [0.6, -0.4, -0.5], [0.1, 0.1, 0.7], [-0.2, 0.0, 0.1], [-0.3, -0.2, 0.3], [0.2, 0.5, -0.2], [-0.2, -0.3, 0.1], [-0.7, 0.2, -0.3], [0.7, 0.2, -0.1], [-0.1, -0.8, 0.0], [-0.4, -0.5, -0.3], [0.0, -0.1, 0.0], [-0.7, -0.6, -0.3], [0.3, -0.8, 0.8], [-0.6, 0.5, -0.7], [-0.6, 1.3, -0.7], [-0.5, -0.9, -1.6], [0.7, 0.5, 2.1], [-0.6, -1.1, -2.3], [0.6, 0.8, 1.4], [0.1, -0.6, -1.6], [-0.1, -0.1, 0.8], [0.7, -0.2, -0.2], [0.7, 0.0, 0.3], [0.8, 0.2, -0.1], [-0.5, 0.4, 0.6], [0.0, 0.4, 0.1], [-0.5, -0.4, 0.2], [-0.2, 0.4, -0.3], [0.2, -0.3, 0.3], [-0.4, 0.0, -0.2], [0.4, -0.5, 0.6], [0.1, 0.5, 0.2], [0.7, 0.0, 0.2], [-0.5, 0.6, 0.2], [0.8, -1.1, 0.0], [-0.2, 0.8, -0.7], [0.4, 1.7, 1.0], [0.2, -1.4, 0.6], [-0.3, 0.3, -0.6], [-0.3, -0.2, 0.2], [-0.1, 0.9, -0.9], [1.0, 0.2, 1.5], [-1.4, -0.5, -0.9], [0.2, 0.2, -0.3], [-0.6, -0.1, 0.3], [-0.1, 0.0, -0.5], [-0.4, 0.0, -0.4], [0.3, -0.2, -0.7], [0.2, 0.4, 0.7], [-0.1, -0.5, -0.3], [0.3, 0.6, 0.4], [-0.2, -0.6, 0.0], [-0.6, -0.1, -0.8], [0.5, 0.1, 0.8], [-0.1, -0.5, 0.0], [-0.2, 0.4, 0.6], [0.7, -0.4, -0.2], [-0.5, 0.4, -1.0], [0.1, 0.0, 0.1], [1.1, -0.6, -0.6], [0.5, 0.2, 0.1], [-1.4, -1.8, -0.2], [-0.6, 1.0, -1.5], [1.0, 0.4, 0.8], [0.1, -0.3, -1.0], [1.0, -0.5, 0.9], [-0.4, -0.4, 0.0], [-0.4, -0.2, 0.8], [0.1, 0.7, 0.7], [-0.6, 0.0, -0.1], [-0.1, 0.4, 0.4], [1.1, 0.4, 0.2], [0.5, 0.3, 0.4], [-0.1, 0.4, 1.0], [-0.5, -0.6, -0.4], [-0.2, -0.3, 0.2], [0.1, 0.1, -0.3], [-0.6, 0.5, -0.6], [0.2, -0.6, -0.3], [-0.3, 0.5, 0.2], [0.4, -1.9, -0.6], [-0.3, 0.9, 1.0], [-0.5, -0.7, -0.2], [0.6, 0.8, -0.4], [-0.3, -0.5, 0.3], [0.0, 0.4, 1.0], [-0.8, 0.4, -0.2], [-0.4, 0.4, -0.8], [0.3, -1.4, 1.3], [-0.2, 0.1, 0.3], [0.6, 0.2, -1.0], [-0.1, 0.6, 0.3], [-0.1, 0.1, -0.2], [0.0, 0.1, 0.0], [-0.3, 0.3, -0.6], [0.5, -0.1, 0.0], [0.2, -0.3, -0.3], [0.0, 0.2, 0.2], [-0.2, 0.0, 0.1], [0.4, -0.1, -0.2], [0.3, 0.2, 0.0], [0.0, 0.0, -0.3], [-0.1, 0.3, 0.2], [-1.9, 0.6, -1.5], [1.8, 0.0, 1.5], [0.4, -0.4, -1.0], [-0.7, -0.8, -0.5], [0.6, -0.1, 1.6], [0.1, 1.3, -0.2], [-0.9, -0.8, -0.1], [0.8, -0.1, 1.5], [-0.5, 0.5, -0.8], [0.8, -0.2, 0.1], [0.6, 0.0, 0.4], [-0.4, -0.3, 0.1], [0.3, 0.0, 0.2], [-0.5, 0.2, -0.2], [-0.7, -1.0, -0.4], [0.1, 0.7, -0.7], [0.3, 0.3, -0.4], [0.5, -0.2, 0.7], [-0.2, 0.8, -0.2], [-0.2, -0.5, 0.2], [-0.4, -0.2, -0.4], [-0.5, 0.6, -0.1], [0.5, -0.2, 0.2], [0.0, 0.0, -0.4], [-0.9, 0.2, 0.7], [1.3, -0.8, -0.7], [1.1, -0.6, 0.8], [-0.4, 0.0, -0.3], [0.0, -0.2, -0.5], [-1.0, 0.5, -1.1], [0.0, -0.2, 1.8], [0.3, 0.7, 0.1], [-0.2, 0.1, 0.3], [0.1, 0.0, 0.2], [0.4, 0.2, 0.0], [-0.6, -0.6, -0.3], [0.8, -0.3, -0.1], [-0.1, 0.0, -0.1], [-0.2, 0.0, 0.1], [-0.4, -0.3, 0.1], [0.2, 0.7, -0.3], [-0.4, 0.1, -0.2], [0.5, 0.2, 0.2], [-0.3, 0.1, 0.1], [0.0, -0.1, 0.2], [-0.2, 0.3, -0.5], [-0.3, -1.4, -0.5], [-0.6, 1.1, 0.4], [0.6, -0.1, -0.9], [-0.2, 2.0, -0.1], [1.3, -0.3, 0.6], [-2.4, 0.5, -0.2], [-0.3, 0.1, -0.6], [0.9, 0.3, 1.3], [-1.3, -0.8, -1.2], [0.9, 0.8, -0.4], [-0.1, 0.0, 0.2], [-0.2, -0.6, 0.4], [-0.1, -0.1, 0.4], [0.0, -0.1, -0.1], [-0.6, -0.9, -0.2], [0.0, -0.2, -0.2], [-0.1, -0.9, 0.5], [0.2, 0.0, -0.4], [0.3, -0.2, 0.4], [0.4, 0.4, 0.1], [-0.3, 0.0, 0.0], [0.6, 0.3, 0.7], [0.8, 0.1, 0.0], [0.3, 0.5, -0.3], [0.0, -0.5, 0.7], [0.4, 0.5, -1.3], [1.3, 1.2, 1.7], [-2.1, -1.7, -0.1], [1.2, 2.2, -0.2], [0.8, -0.5, 0.0], [-0.1, 0.0, 0.2], [-0.7, 0.2, 0.8], [-0.5, -0.7, 0.0], [-0.1, -0.4, 0.2], [-0.1, 0.4, -0.8], [-0.3, 0.0, -0.5], [0.5, -0.1, 0.0], [-0.6, 0.3, 0.4], [0.4, -0.3, 0.0], [0.1, -0.3, -0.4], [-0.4, 0.0, 0.1], [-0.2, 0.2, 0.5], [0.3, -0.3, -0.4], [0.2, -0.7, 0.3], [-0.4, -0.1, -0.6], [0.1, 0.3, -0.3], [-0.2, -1.0, -0.7], [-0.1, -0.3, -0.3], [-0.5, 0.7, -0.9], [1.0, 0.0, 1.0], [0.7, 0.5, -0.2], [-1.4, -0.4, 0.2], [1.1, 0.4, 1.1], [-1.4, -0.5, 0.4], [0.9, -0.1, -0.6], [-0.1, -0.2, 0.1], [-0.3, 0.4, -0.4], [0.2, 0.5, 0.0], [-0.7, -0.6, 0.3], [0.2, 0.7, -0.1], [-0.2, 0.1, 0.1], [-0.1, -0.1, 0.1], [-0.2, -0.3, -0.1], [0.5, -0.1, 0.1], [0.0, 0.4, -0.2], [0.0, 0.3, 0.2], [0.6, -0.1, 0.2], [0.2, -0.6, -0.5], [0.0, 0.3, 0.2], [-0.2, 0.0, -1.9], [0.3, -0.1, 1.1], [-0.9, -0.5, -0.3], [1.6, 0.2, 2.0], [-1.1, 0.8, -1.1], [-0.3, -0.7, 0.0], [0.2, 0.1, 0.4], [-0.3, 0.0, 0.0], [0.0, 0.0, -0.2], [0.2, 0.0, -0.1], [0.0, 0.2, -0.1], [0.4, 0.2, 0.0], [0.8, 0.8, -0.4], [0.0, 0.0, -1.5], [0.5, -0.1, 0.4], [-0.3, -0.8, 0.8], [-0.4, 0.1, -0.6], [0.6, -0.3, 0.9], [-0.2, -0.2, 0.2], [-0.3, 0.2, -0.1], [-0.3, 0.4, -0.6], [0.4, 0.3, 0.1], [-0.9, -0.2, 0.4], [0.3, -0.3, 0.5]],
  "lowdin_charge": [-0.137, -0.196, -0.167, -0.179, -0.133, -0.149, -0.166, -0.189, -0.112, 0.087, 0.091, 0.088, 0.121, 0.118, 0.120, 0.114, 0.112, 0.100, 0.113, 0.113, 0.090, 0.090, 0.082, -0.134, -0.181, -0.152, -0.149, -0.130, -0.219, -0.159, -0.195, -0.104, 0.078, 0.078, 0.085, 0.116, 0.119, 0.125, 0.111, 0.128, 0.101, 0.122, 0.115, 0.071, 0.082, 0.089, -0.119, -0.193, -0.148, -0.176, -0.109, -0.181, -0.210, -0.175, -0.080, 0.084, 0.081, 0.082, 0.110, 0.114, 0.118, 0.101, 0.104, 0.115, 0.122, 0.125, 0.092, 0.071, 0.078, -0.117, -0.209, -0.143, -0.203, -0.122, -0.156, -0.158, -0.186, -0.099, 0.061, 0.062, 0.093, 0.117, 0.119, 0.137, 0.116, 0.100, 0.113, 0.102, 0.131, 0.089, 0.067, 0.080, -0.100, -0.175, -0.186, -0.153, -0.152, -0.177, -0.208, -0.206, -0.052, 0.078, 0.068, 0.095, 0.105, 0.122, 0.115, 0.123, 0.097, 0.114, 0.119, 0.125, 0.074, 0.081, 0.082, -0.095, -0.174, -0.166, -0.156, -0.132, -0.153, -0.219, -0.209, -0.074, 0.091, 0.091, 0.067, 0.094, 0.117, 0.092, 0.107, 0.120, 0.119, 0.128, 0.116, 0.084, 0.078, 0.089, -0.110, -0.162, -0.166, -0.159, -0.147, -0.155, -0.158, -0.196, -0.118, 0.069, 0.079, 0.089, 0.093, 0.129, 0.101, 0.085, 0.094, 0.119, 0.111, 0.116, 0.084, 0.086, 0.086, -0.094, -0.192, -0.201, -0.177, -0.166, -0.170, -0.160, -0.207, -0.078, 0.088, 0.093, 0.078, 0.129, 0.101, 0.116, 0.130, 0.126, 0.126, 0.120, 0.109, 0.075, 0.072, 0.090, -0.111, -0.203, -0.156, -0.102, -0.177, -0.193, -0.165, -0.177, -0.084, 0.085, 0.086, 0.082, 0.114, 0.121, 0.093, 0.113, 0.121, 0.117, 0.101, 0.107, 0.076, 0.085, 0.077, -0.080, -0.194, -0.153, -0.140, -0.151, -0.167, -0.198, -0.170, -0.056, 0.065, 0.084, 0.076, 0.085, 0.095, 0.113, 0.093, 0.104, 0.128, 0.112, 0.105, 0.083, 0.076, 0.068, -0.074, -0.086, -0.112, -0.077, -0.067, -0.104, 0.078, 0.088, 0.093, 0.100, 0.093, 0.086, -0.100, -0.105, -0.128, -0.115, -0.068, -0.079, 0.104, 0.102, 0.096, 0.100, 0.099, 0.098]
}